Entry from OMol25: 3 unconnected molecules or ions with the total composition C3H8N2O2 (wB97M-V/def2-TZVPD).

Last column: Löwdin charge in e.
Positions of all 15 atoms, in Å:
1 C 1.487 -0.136 -0.799  -0.15
2 C 0.951 -1.268 -0.239  -0.12
3 N 0.307 -0.887 0.903  0.04
4 C 0.756 0.378 1.157  -0.23
5 N 1.487 0.887 0.200  0.03
6 H 2.124 -0.055 -1.665  0.10
7 H 0.882 -2.240 -0.706  0.11
8 H -0.671 -1.017 1.156  0.12
9 H 0.654 0.785 2.154  0.12
10 O -2.391 -0.463 0.380  -0.09
11 H -3.348 -0.249 0.402  0.07
12 H -2.070 -0.116 -0.462  0.00
13 O -1.045 1.151 -1.281  -0.05
14 H -1.270 2.056 -1.481  0.06
15 H -0.121 1.230 -1.003  0.00

Properties
LUMO level (eV): 0.780
Calculated total energy (hartree): -379.08404
Gap between HOMO and LUMO (eV): 9.77
Energy above the lowest of the compared OMol25 structures with the same formula, charge and spin (eV): 1.5502
SMILES: c1c[nH]cn1.O.O